No. 1
Formula: C10H16S
Source: the OMol25 dataset
Level of theory: ωB97M-V/def2-TZVPD

Atoms and positions in Å:
C 1.211 0.109 0.628
H -3.773 -2.496 -0.476
C 1.523 1.295 -0.338
H 5.102 -1.335 -0.764
C -0.237 0.241 1.274
C 2.936 -1.351 -0.324
H 1.863 0.171 1.408
H -3.695 -1.075 0.686
H 0.968 -0.962 -1.190
H -0.264 1.047 2.005
C -0.941 1.655 -0.664
H -0.270 -0.698 1.821
H -1.691 1.605 -1.546
H -0.997 2.648 -0.230
H 2.443 1.175 -0.764
C 4.103 -1.299 -0.570
S -1.688 -1.275 -0.784
C 0.410 1.414 -1.410
C -3.096 -1.939 0.117
H -2.179 0.675 0.730
H 1.642 2.162 0.350
C -1.226 0.546 0.212
H 0.369 0.536 -1.915
H -2.778 -2.714 0.835
H 1.077 -2.124 0.311
H 0.722 2.144 -2.201
C 1.484 -1.160 -0.161

Output
* E_HOMO: -8.46 eV
* energy relative to the best compared isomer or geometry (same formula, charge and spin): 359.99 kJ/mol
* total charge: 0
* SMILES: C#CC[C@H]1CCC[C@@H](SC)C1
* orbital gap: 9.25 eV

---

No. 2
Formula: C71H99BN7O16V
Source: the OMol25 dataset
Level of theory: ωB97M-V/def2-TZVPD

Atoms and positions in Å:
H -6.316 -1.000 -0.982
N -1.370 -7.919 -0.878
C 2.381 4.801 1.497
C -1.422 -4.049 3.876
C -2.566 -6.042 -1.702
C -0.493 7.520 5.059
H -3.295 0.431 1.781
H -2.373 6.632 3.155
C -5.612 -0.137 3.789
H -2.581 -3.404 -3.606
O 0.411 2.370 2.616
C 6.199 -1.404 3.496
H 1.250 6.527 4.370
H -5.023 1.107 -2.989
C 6.524 1.175 4.287
H -1.002 4.838 -1.180
O -0.389 0.553 1.469
H 1.985 8.009 0.647
C -5.203 -2.923 -1.004
H -5.359 -4.000 -4.878
H -0.687 3.692 -3.365
H 6.002 -2.427 3.210
H 6.647 -1.477 -0.403
C -4.913 1.208 3.971
H -2.843 -0.985 2.799
C 5.801 -2.164 -0.397
H -2.821 -0.949 -4.307
H -3.507 -6.258 -3.627
H -8.101 -3.163 -1.856
C 7.182 0.186 4.976
O -3.363 -4.030 -5.428
O 2.894 1.608 1.480
C -1.348 5.202 -0.224
O -4.882 -0.648 2.655
C -4.500 3.308 -1.447
C 1.846 0.953 1.356
C 6.994 -1.145 4.598
C -1.614 4.304 0.794
H -1.407 -3.540 2.924
H 6.676 2.221 4.508
H 5.482 5.573 1.125
C 2.751 -4.155 1.061
H -5.140 -1.269 -5.593
H 2.954 -3.513 0.203
H -4.050 4.243 -1.111
C 4.591 2.319 -1.097
H -0.090 8.502 4.862
C 7.292 2.058 -1.462
C -1.839 -6.689 -0.714
O -1.478 -3.471 0.073
C -1.650 -8.560 -1.990
C -1.498 5.064 5.599
C -2.566 -3.193 -4.675
C -4.594 -2.008 -5.006
H -3.072 2.663 -3.011
H -1.525 -3.344 -4.959
C -3.058 -1.771 -4.982
H 0.986 5.388 -1.486
C -0.889 -2.367 0.043
C -0.501 -5.064 4.186
H 2.204 -5.910 -0.101
H -2.887 1.693 3.673
C -1.727 7.357 5.640
H 4.203 -0.035 -1.698
C 3.950 -4.694 1.697
H 6.453 -3.325 -2.145
H 4.812 -3.785 -1.483
H -1.799 4.161 2.910
C 5.088 2.079 -2.368
C 1.699 4.693 -1.930
C 0.255 6.410 4.773
O 1.661 -0.172 0.628
H 4.469 7.814 0.621
H -3.227 -4.239 6.700
O -7.155 -2.512 -0.065
H -3.199 -2.991 4.469
H -5.010 -1.933 -4.001
N -1.937 7.050 1.166
H 4.968 -0.454 1.975
C -4.659 -3.422 -5.481
H 4.566 -3.958 2.214
C 4.413 5.715 1.182
B 0.187 -0.457 0.576
H 7.446 2.325 0.636
C -5.119 2.417 -0.356
C -2.904 -6.724 -2.862
H 0.744 0.884 -6.438
H -2.609 2.197 -1.416
H -5.148 -3.419 -6.455
O 1.414 3.531 -1.145
H -1.908 4.104 5.878
C 3.326 -5.732 2.664
H 2.461 1.692 -5.082
H -2.855 -5.004 -1.630
H -6.097 -3.926 -2.713
C 1.884 -5.354 0.780
C 1.093 -0.861 -4.010
O 2.231 -6.274 1.916
N 5.740 0.983 3.162
V 4.710 2.694 2.121
C -2.388 -8.009 -3.028
H 4.644 -5.138 0.983
H -5.958 -4.915 -1.276
C 2.458 0.605 -5.161
H 8.363 2.024 -1.594
C 6.764 2.289 -0.200
H 4.318 -2.344 -3.284
C 2.478 7.081 0.897
N 3.746 4.579 1.522
O 4.581 -1.480 -0.188
O 2.274 0.000 -3.936
H 1.206 -1.773 -3.423
C -3.523 -0.141 2.680
C 0.522 1.384 1.908
H 2.200 -3.487 1.723
H -4.510 2.424 0.548
H -1.406 7.318 -0.813
H 3.002 -1.353 -1.630
C -5.983 -1.827 -0.356
C -2.131 6.204 2.193
C -3.477 0.796 3.861
O -0.106 -1.855 0.956
H 4.002 -6.524 2.986
H -1.361 -9.600 -2.008
C 6.408 1.825 -2.532
H 1.245 1.764 -2.295
H -4.534 -3.343 -0.253
H 0.815 -5.142 0.775
C -1.893 4.816 2.056
H -6.115 2.763 -0.077
O -1.942 -1.312 -2.006
C -7.483 -3.497 -1.023
H 2.728 4.973 -1.705
C -1.460 -5.357 6.261
C 0.325 3.289 -3.325
H -2.581 -8.664 -3.865
H 1.938 -0.136 -7.078
H -1.440 3.242 0.708
H -3.773 0.152 -2.084
H -0.256 2.229 -1.549
H -5.185 1.811 3.104
H -4.578 -2.499 -1.790
C 4.051 -1.093 -1.488
H -1.753 -6.156 0.222
H -5.552 -0.793 4.658
H -1.358 -5.885 7.197
N -2.275 6.147 5.944
C 5.545 -2.994 -1.640
C 0.923 -1.066 -5.485
H 1.747 4.002 1.853
H 3.449 0.250 -5.444
H 1.221 5.196 -4.034
H 3.562 2.627 -0.983
H -5.137 1.739 4.896
H -2.348 8.218 5.841
C -3.477 2.294 -2.069
H -0.115 -1.273 -5.747
C 4.883 -1.934 -2.447
H 5.632 -1.298 -2.919
H 0.639 6.101 1.288
H 0.376 2.557 -4.131
H -3.124 0.391 4.809
C -0.231 5.162 5.046
C -1.158 -1.255 -1.029
H 0.325 4.244 4.920
C -2.480 -4.479 5.958
H -5.220 3.591 -2.214
H 5.954 -2.789 0.483
H 0.211 -5.378 3.437
C 1.471 0.132 -6.130
C -6.157 -3.901 -1.625
H 7.789 0.495 5.814
H 3.033 -5.239 3.591
C 3.876 6.942 0.856
N 5.410 2.391 0.056
O -5.121 1.129 -0.949
C -1.540 6.570 -0.046
C 5.593 -0.321 2.846
C 1.711 5.986 1.228
H 6.786 1.629 -3.525
C 1.447 4.325 -3.419
H -2.793 -1.331 -5.943
H -6.676 -0.049 3.568
C -2.460 -3.718 4.770
N -0.511 -5.761 5.399
C 0.661 2.629 -1.981
O -0.431 -0.239 -0.723
H 0.177 -0.437 -3.598
H 4.392 2.004 -3.191
H -8.018 -4.352 -0.609
H 2.368 3.954 -3.869
H -5.621 -1.452 0.601
H 7.555 -1.883 5.154
C -4.361 1.069 -2.124
H 1.545 -1.877 -5.863

Output
* E_HOMO (spin up / spin down): -5.44 / -8.46 eV
* spin multiplicity: 5
* total charge: 0
* orbital gap (spin up / spin down): 5.07 / 7.99 eV

---

No. 3
Formula: C27H20IN4Zr
Source: the OMol25 dataset
Level of theory: ωB97M-V/def2-TZVPD

Atoms and positions in Å:
C -1.176 1.003 -1.257
C 0.824 1.770 -2.399
C -1.150 2.387 1.901
H -1.208 2.925 0.968
C 0.200 0.499 7.681
H -1.097 -2.350 5.409
H 1.479 -2.510 4.989
H -1.285 -2.555 7.856
H 0.035 -4.377 -2.736
H 3.810 -2.336 -2.372
C 1.352 -2.690 1.728
C -0.542 0.046 -3.391
Zr 0.275 -0.034 0.537
N -0.458 1.199 2.038
H 2.452 -4.183 -3.358
C 2.110 -1.548 -1.325
N 0.808 -1.594 -1.013
C 1.988 -3.463 -2.695
N 0.642 -1.520 1.929
H 0.569 1.284 8.327
C -0.432 -0.785 9.664
C 1.767 -3.236 2.916
H -0.752 -0.620 -4.219
C -0.713 -1.564 6.048
C -0.599 0.846 3.405
H -2.000 1.226 -0.577
H 1.518 -3.108 0.751
H -2.332 -0.468 -2.319
C -1.721 2.785 3.084
C 0.568 0.874 -3.441
H -1.695 1.787 5.068
H 0.731 1.513 5.879
C 0.644 -3.567 -2.356
I 3.189 0.012 -0.275
C -0.034 1.842 -1.308
H 1.207 0.867 -4.316
C 0.599 -1.344 3.335
C -0.829 -1.677 7.418
H 2.342 -4.141 3.034
C -1.413 0.107 -2.304
N -0.475 -0.896 10.807
C -0.357 -0.653 8.241
H 1.647 2.470 -2.475
H -0.955 -2.666 -1.236
C -0.161 -0.409 5.476
C -1.388 1.815 4.034
C 0.089 -2.620 -1.520
H -2.315 3.672 3.238
H 0.091 2.677 -0.624
C -0.051 -0.293 4.018
C 2.753 -2.428 -2.157
C 0.281 0.627 6.309
C 1.306 -2.389 3.932

Output
* E_HOMO: -16.54 eV
* energy relative to the best compared isomer or geometry (same formula, charge and spin): 145.69 kJ/mol
* total charge: +3
* orbital gap: 5.29 eV

---

No. 4
Formula: C15H34BO10P2S
Source: the OMol25 dataset
Level of theory: ωB97M-V/def2-TZVPD

Atoms and positions in Å:
H 0.291 1.960 -2.027
O -3.907 1.944 1.326
C 1.534 3.104 1.683
H -0.263 -1.612 -2.226
C -3.022 1.164 -0.814
O 4.407 -1.113 2.895
H 2.163 1.053 2.474
H -1.823 -0.976 1.276
H 2.559 -1.894 0.589
O -4.682 -1.810 0.801
C 3.457 -5.683 -3.105
H 4.385 -4.470 -1.556
H -6.089 2.880 1.004
H -5.300 -2.479 1.242
C 4.434 -4.605 -2.642
C -0.617 1.761 -2.751
H 3.534 1.088 -0.347
H -1.447 -1.889 -0.772
C -2.615 -0.203 1.655
H -4.808 3.246 -0.502
O 4.656 0.809 1.457
P -1.789 0.385 -2.038
H 0.302 2.267 3.546
C -0.801 -1.070 -1.310
C 3.695 -1.611 0.484
H -3.899 -0.817 3.842
H -0.570 1.024 1.555
P -5.238 2.039 0.153
O -4.490 0.897 -0.984
C -1.234 1.851 1.013
B -4.028 -1.022 1.864
H -6.026 0.956 0.757
H 5.464 -4.824 -2.935
O -4.696 -0.906 3.209
H -2.922 2.324 -1.082
C -1.215 3.164 1.999
H -0.673 2.121 0.022
C 0.276 3.139 2.755
H 0.079 -0.759 -0.575
H 0.342 4.168 3.327
H -0.234 1.504 -3.828
H -6.320 2.007 -0.837
H 1.194 3.651 0.689
H 2.373 3.808 2.156
H 3.884 -1.235 -0.622
H 1.429 1.031 0.680
S 2.357 -3.458 -3.400
C 3.640 1.585 0.730
H 4.296 -2.633 0.620
O 2.176 -5.054 -3.120
H -1.261 2.762 -2.763
H 3.687 -6.012 -4.124
C 4.256 -0.595 1.645
H 3.449 -6.548 -2.437
H -2.257 0.112 2.750
O 1.780 -2.737 -2.287
O 3.981 -3.401 -3.256
H 4.055 2.671 0.539
C -2.726 1.182 0.796
H -1.245 4.173 1.378
H -2.110 3.174 2.772
O 2.010 -3.190 -4.776
C 2.158 1.601 1.433

Output
* E_HOMO: -3.52 eV
* energy relative to the best compared isomer or geometry (same formula, charge and spin): 820.32 kJ/mol
* total charge: -1
* orbital gap: 5.13 eV

---

No. 5
Formula: C2H4NP
Source: the OMol25 dataset
Level of theory: ωB97M-V/def2-TZVPD

Atoms and positions in Å:
P -3.011 0.218 0.055
H 2.269 0.452 -0.944
H 2.397 0.334 1.041
H -2.950 1.495 -0.357
H -0.884 -1.620 0.064
C 1.902 0.194 0.024
C 0.717 -0.345 0.021
N -0.439 -0.729 0.096

Output
* E_HOMO (spin up / spin down): -7.88 / -7.88 eV
* energy relative to the best compared isomer or geometry (same formula, charge and spin): 352.84 kJ/mol
* total charge: 0
* orbital gap (spin up / spin down): 7.08 / 7.09 eV

---

No. 6
Formula: C5H11ClN
Source: the OMol25 dataset
Level of theory: ωB97M-V/def2-TZVPD

Atoms and positions in Å:
H -1.186 0.028 1.421
H -2.877 -1.287 -1.365
H 1.956 -0.518 1.472
C 2.700 0.241 1.204
H -1.365 1.397 0.501
H -3.118 0.385 -0.933
H 3.527 0.579 1.885
C -2.625 -0.567 -0.657
C -0.812 0.487 0.591
H -2.929 -0.900 0.357
Cl -0.147 -2.069 -2.277
H 2.994 1.830 -0.138
N -1.232 -0.349 -0.583
C -0.171 -1.029 -1.085
C 2.492 0.904 0.076
H 0.201 0.692 0.807
H 1.653 0.725 -0.582
H 0.937 -0.547 -0.691

Output
* E_HOMO: -14.03 eV
* energy relative to the best compared isomer or geometry (same formula, charge and spin): 319.00 kJ/mol
* total charge: +1
* orbital gap: 9.01 eV

---

No. 7
Formula: C33H22F13N3O2SeW
Source: the OMol25 dataset
Level of theory: ωB97M-V/def2-TZVPD

Atoms and positions in Å:
C -1.176 2.503 -0.827
C 3.360 2.894 -0.228
C 1.726 1.151 -2.733
H 3.180 1.692 2.526
C 2.854 -4.075 1.763
C 2.205 2.144 -0.432
F 2.158 0.231 -3.602
C 2.936 1.985 4.650
F -5.206 0.500 -0.741
H -0.856 -2.672 0.679
F 4.759 -5.060 0.791
C -2.906 0.816 -0.064
C -3.463 1.285 1.315
H 2.413 2.131 6.731
N -0.207 1.876 -0.018
F 0.399 1.166 -2.810
N -0.549 -0.236 4.289
H -5.057 4.754 -2.587
H 1.715 -2.953 -1.743
C 4.652 4.803 0.763
C 1.418 0.745 3.255
C 2.580 1.495 3.406
C 2.197 0.850 -1.267
C 1.246 -2.938 0.343
F -4.075 -1.259 -0.225
H 1.089 -3.116 2.477
H 3.845 2.562 4.756
H 4.486 5.691 1.371
H 0.337 0.803 6.490
H 3.191 -4.401 2.738
N 1.006 0.325 2.030
C 2.031 -3.269 -0.756
O 1.378 -0.160 -0.765
C 1.028 3.707 0.982
H -3.796 5.509 -3.567
C 3.372 4.034 0.566
H 4.292 2.600 -0.689
C 1.022 2.581 0.166
F 3.612 -1.006 -1.815
H 2.177 5.302 1.820
Se -1.064 -1.221 2.948
C 0.590 0.472 4.390
F -3.986 0.275 2.016
H -1.505 5.156 -2.917
C 2.128 1.741 5.764
F 4.146 0.160 -0.092
C -3.980 -0.054 -0.783
C -1.800 4.288 -2.339
H 0.095 4.005 1.444
C 3.212 -3.984 -0.619
C 3.605 -4.372 0.643
H 3.824 -4.235 -1.474
H -4.473 3.951 -4.040
H 5.069 5.118 -0.194
F -2.467 1.813 2.043
W 0.018 -0.003 0.619
C 3.619 0.227 -1.324
C -3.118 3.855 -2.370
C -0.031 -2.163 0.173
H 5.404 4.187 1.260
C -2.498 2.037 -0.876
H 0.172 3.986 -1.594
O -1.860 -0.062 0.151
C -4.167 4.559 -3.186
C 2.189 4.427 1.181
H -0.315 -2.142 -0.884
C -3.441 2.726 -1.628
F -4.402 2.225 1.180
F -3.651 -0.228 -2.067
F 2.178 2.343 -3.145
C 1.679 -3.359 1.602
C -0.848 3.627 -1.586
C 0.972 1.006 5.639
H -4.466 2.384 -1.645
F 4.445 0.963 -2.091

Output
* E_HOMO (spin up / spin down): -7.78 / -8.24 eV
* spin multiplicity: 3
* energy relative to the best compared isomer or geometry (same formula, charge and spin): 21.35 kJ/mol
* total charge: 0
* orbital gap (spin up / spin down): 6.40 / 5.41 eV

---

No. 8
Formula: C19H28I2NOP2Ru
Source: the OMol25 dataset
Level of theory: ωB97M-V/def2-TZVPD

Atoms and positions in Å:
C -1.292 4.079 1.007
H 2.838 -1.373 4.130
H 0.173 1.424 3.163
C -2.624 -3.118 -0.186
C 0.203 -1.394 2.854
H 0.128 -1.383 3.950
H 1.859 1.962 3.061
C 0.449 1.150 -2.996
H 0.754 4.270 0.263
H 3.248 -0.121 -3.576
H -1.429 5.146 1.167
H -0.641 -2.576 0.471
H -4.892 -0.929 -1.516
C -3.825 -2.653 -0.742
H 2.878 -1.848 -3.260
H 1.366 0.895 4.406
I 3.705 1.880 1.327
C -1.602 -2.233 0.084
C -3.969 -1.292 -1.061
Ru 2.132 0.065 -0.039
P 1.609 -0.348 2.292
H 0.116 -2.635 -2.600
P 1.132 -0.418 -2.351
H -1.127 -1.364 -2.506
N -0.732 0.020 0.197
C 2.453 -0.876 -3.553
C -0.958 1.338 0.503
C -0.139 -1.615 -2.912
H 2.926 -2.332 2.617
H 0.331 -2.424 2.512
H 1.108 1.984 -2.726
C 3.312 0.862 -1.211
H -3.269 3.549 1.734
C 1.212 1.117 3.341
H 1.987 -0.955 -4.548
C -1.747 -0.839 -0.138
C -2.167 1.826 1.077
H -4.640 -3.351 -0.937
H 3.927 -0.870 2.801
C 2.960 -1.319 3.039
H -0.547 1.308 -2.564
C -0.074 3.608 0.501
H -0.724 -0.999 2.432
C 0.089 2.252 0.284
C -2.934 -0.396 -0.789
H -2.961 1.107 1.307
H 0.380 1.067 -4.090
C -2.328 3.182 1.310
H 1.068 1.852 -0.104
O 4.027 1.346 -2.014
H -0.179 -1.581 -4.013
H -2.480 -4.171 0.054
H -3.047 0.663 -1.035
I 1.957 -2.540 -0.414

Output
* E_HOMO (spin up / spin down): -17.92 / -18.17 eV
* spin multiplicity: 5
* total charge: +3
* orbital gap (spin up / spin down): 6.52 / 4.71 eV

---

no.,F_max (eV Å⁻¹),molecular weight (g/mol),calculated total energy (eV)
1,5.26,168.3,-21461.1187
2,4.65,1368.4,-144785.2756
3,1.01,618.6,-43637.7166
4,8.84,479.3,-66663.5286
5,1.96,73.0,-12912.8722
6,6.19,120.6,-19366.0196
7,0.98,1002.3,-145644.4254
8,7.60,703.3,-61026.4466